Density functional theory data (ωB97M-V/def2-TZVPD) for a 5-piece molecular cluster, C4H18O4 overall.

Last column: Mulliken charge in e.
Geometry (Å):
1 C 2.2637 0.0466 0.4577  -2.087
2 C -0.5109 -0.1765 -2.2548  -1.673
3 C 0.3137 0.4173 -1.0883  -0.232
4 C 1.2116 -0.6130 -0.4524  -0.210
5 H 2.9769 0.5652 -0.1845  0.456
6 H 2.7573 -0.7002 1.1035  0.520
7 H 1.8684 0.6254 1.2909  0.470
8 H -1.3941 0.3727 -2.5762  0.368
9 H -0.8755 -1.0765 -1.7771  0.376
10 H 0.1848 -0.2078 -3.0939  0.439
11 H -0.3883 0.8921 -0.3696  -0.052
12 H 0.9083 1.2764 -1.3891  0.295
13 H 0.7096 -1.3444 0.2414  0.217
14 H 1.6810 -1.3277 -1.1278  0.526
15 H -2.3270 -0.7234 -0.5992  0.284
16 H -2.4913 -0.6439 0.8798  0.365
17 O -2.4948 -1.3010 0.1554  -0.759
18 H 2.2711 2.7953 -1.2609  0.384
19 H 2.0264 2.6228 0.0694  0.329
20 O 1.7317 3.2664 -0.6006  -0.553
21 H -1.1202 0.7052 1.7027  -0.079
22 H -1.7844 1.2028 2.9552  0.663
23 O -1.9948 1.0289 2.0130  -0.903
24 H -2.2049 -1.9085 2.2660  0.300
25 H -1.7348 -3.1528 1.4128  0.349
26 O -1.5832 -2.6412 2.2268  -0.797

The gap between HOMO and LUMO (alpha / beta) is 0.106 / 0.397 Eh. The calculation puts the max |F| at 2.51 eV Å⁻¹. The calculation puts the HOMO energy (alpha / beta) at 0.63 / -7.51 eV. The value obtained for the energy relative to the best compared isomer or geometry (same formula, charge and spin) is 80.4 kJ/mol. Its multiplicity is 2. The lowest unoccupied orbital energy (alpha / beta) is 3.507 / 3.292 eV. Its net charge is -1.

***

Density functional theory data (ωB97M-V/def2-TZVPD) for one molecule with the formula C7H8FNO2.

Last column: Mulliken charge in e.
Geometry (Å):
1 C 2.1247 1.6209 0.8362  -0.628
2 C 1.7527 0.6638 0.0694  0.287
3 C 1.3665 -0.3071 -0.6620  -0.832
4 C 0.1473 -1.0563 -0.3856  0.363
5 C -0.2986 -1.3214 1.1088  -0.738
6 O -1.5824 -1.9363 1.0371  -0.512
7 N -1.1022 -0.3968 -0.9086  -0.137
8 C -1.4153 0.8167 -0.9244  0.955
9 C -1.2529 2.2164 -0.5783  -0.753
10 F -0.4409 2.8526 -1.5397  -0.209
11 O -2.4315 1.5087 -1.2746  -0.372
12 H 1.7232 2.6691 0.9069  0.291
13 H 2.6901 1.3123 1.7344  0.230
14 H 2.0794 -0.5934 -1.5159  0.244
15 H 0.0713 -2.0173 -0.8787  0.421
16 H -0.5775 -0.3398 1.5820  0.326
17 H 0.3980 -1.9383 1.6201  0.430
18 H -1.2946 -2.8522 0.9213  0.333
19 H -1.9575 -0.9014 -1.1482  0.300

The gap between HOMO and LUMO is 0.300 Eh. As for the SMILES: C=C=C[C@@H](CO)NC1=C(F)O1. The calculation puts the max |F| at 4.40 eV Å⁻¹. The calculation puts the HOMO energy at -7.93 eV. The value obtained for the energy relative to the best compared isomer or geometry (same formula, charge and spin) is 358.1 kJ/mol. The lowest unoccupied orbital energy is 0.224 eV. Its net charge is 0.

***

Density functional theory data (ωB97M-V/def2-TZVPD) for one molecule with the formula C4H4O3.

Last column: Mulliken charge in e.
Geometry (Å):
1 C -1.9137 0.0570 0.1431  -1.030
2 C -0.5431 -0.3373 -0.3171  0.695
3 O -0.2997 -1.1638 -1.1711  -0.532
4 C 0.6509 0.3528 0.3592  0.801
5 O 0.5212 1.2074 1.2183  -0.566
6 C 1.9149 -0.3830 0.1445  -0.443
7 O 2.8060 0.1669 -0.6199  -0.287
8 H -1.9745 -0.0336 1.2325  0.297
9 H -2.6688 -0.5683 -0.3386  0.323
10 H -2.0817 1.1118 -0.0970  0.290
11 H 3.5971 -0.4029 -0.6057  0.451

The gap between HOMO and LUMO is 0.315 Eh. The calculation puts the max |F| at 0.64 eV Å⁻¹. The calculation puts the HOMO energy at -8.98 eV. The value obtained for the energy relative to the best compared isomer or geometry (same formula, charge and spin) is 312.8 kJ/mol. The lowest unoccupied orbital energy is -0.392 eV. Its net charge is 0.

***

Density functional theory data (ωB97M-V/def2-TZVPD) for a 2-piece molecular cluster, C11H16F3N4O2 overall.

Last column: Mulliken charge in e.
Geometry (Å):
1 C 1.3548 2.4452 0.7358  -1.440
2 C 1.5315 1.5947 -0.5153  0.100
3 O 0.6586 2.0558 -1.5314  -0.650
4 C 1.4494 0.0644 -0.3502  -1.709
5 C 0.6705 -0.5243 0.8229  2.715
6 C 1.3910 -0.4248 2.1052  -0.244
7 N 1.7976 -0.0399 3.1169  -0.469
8 N 0.5355 -2.0341 0.5171  -0.834
9 C 1.4665 -2.6769 1.0013  0.635
10 O 2.2687 -3.3977 1.4535  -0.408
11 C -0.7770 -0.0248 0.9684  0.241
12 C -1.4499 -0.9790 1.8674  -0.293
13 N -1.9849 -1.7686 2.5192  -0.539
14 C -1.5607 -0.0906 -0.3459  -1.121
15 C -3.0187 0.3313 -0.1830  -0.958
16 C -3.1692 1.7038 0.4302  0.820
17 F -4.1445 2.3555 -0.1365  -0.310
18 F -3.3902 1.6487 1.7061  -0.264
19 F -2.0895 2.4543 0.2371  -0.236
20 H 0.3173 2.6075 1.0008  0.244
21 H 1.7359 3.4310 0.4918  0.448
22 H 1.9397 2.1170 1.5830  0.368
23 H 2.5260 1.8157 -0.8880  0.475
24 H -0.0383 2.5719 -1.1194  0.365
25 H 0.9720 -0.3205 -1.2501  0.360
26 H 2.4562 -0.3448 -0.3612  0.498
27 H -0.8497 0.9282 1.4714  0.530
28 H -1.4921 -1.1160 -0.6923  0.479
29 H -1.1260 0.5315 -1.1207  0.381
30 H -3.6095 -0.4201 0.3234  0.455
31 H -3.4228 0.4184 -1.1838  0.411
32 N 1.8113 -2.9832 -2.5365  -0.350
33 H 1.0996 -2.9074 -3.2665  0.399
34 H 1.4360 -2.6071 -1.6500  0.074
35 H 2.0658 -3.9657 -2.4099  0.413
36 H 2.6387 -2.4496 -2.8108  0.411

The gap between HOMO and LUMO is 0.341 Eh. The calculation puts the max |F| at 2.22 eV Å⁻¹. The calculation puts the HOMO energy at -13.76 eV. The value obtained for the energy relative to the best compared isomer or geometry (same formula, charge and spin) is 0.0 kJ/mol. The lowest unoccupied orbital energy is -4.481 eV. Its net charge is +1.

***

Density functional theory data (ωB97M-V/def2-TZVPD) for a 2-piece molecular cluster, C7H14O overall.

Last column: Mulliken charge in e.
Geometry (Å):
1 C -1.3086 -3.2493 -0.9453  -1.193
2 C -0.7854 -2.0192 -0.2684  0.068
3 C -0.8322 -0.8024 -0.7888  -0.420
4 C -0.0246 0.3289 -0.2653  -0.446
5 C 1.2372 0.5200 -0.6259  -0.198
6 C 2.1294 1.5818 -0.0367  -0.350
7 C 2.9738 2.2843 -1.0923  -1.126
8 H -1.6094 -3.0374 -1.9663  0.336
9 H -2.0643 -3.7344 -0.3094  0.305
10 H -0.5155 -4.0039 -0.9861  0.292
11 H -0.3443 -2.2374 0.7054  0.344
12 H -1.4760 -0.6030 -1.6324  0.301
13 H -0.4483 1.0676 0.3991  0.310
14 H 1.6623 -0.0895 -1.4345  0.280
15 H 1.4970 2.2182 0.5686  0.319
16 H 2.7946 1.0474 0.6479  0.243
17 H 3.4169 1.5650 -1.7823  0.312
18 H 2.3459 3.0177 -1.6336  0.281
19 H 3.6880 2.9837 -0.6554  0.340
20 O -3.9665 0.9527 3.6936  -0.642
21 H -4.4046 0.3709 4.3417  0.322
22 H -3.9654 1.8384 4.0665  0.320

The gap between HOMO and LUMO is 0.368 Eh. As for the SMILES: C/C=C/C=C/CC.O. The calculation puts the max |F| at 1.69 eV Å⁻¹. The calculation puts the HOMO energy at -9.05 eV. The value obtained for the energy relative to the best compared isomer or geometry (same formula, charge and spin) is 169.2 kJ/mol. The lowest unoccupied orbital energy is 0.967 eV. Its net charge is 0.

***

Density functional theory data (ωB97M-V/def2-TZVPD) for one molecule with the formula CH3NS2.

Last column: Mulliken charge in e.
Geometry (Å):
1 S 2.2750 0.1801 0.0141  -0.263
2 C 0.6665 0.8329 -0.0680  0.077
3 N -0.2581 -0.0458 -0.0934  -0.431
4 S -1.9274 0.3261 0.0079  -0.157
5 H 1.5481 -1.0297 -0.3262  0.214
6 H 0.4115 1.8259 -0.0169  0.387
7 H -2.3058 -0.8892 -0.6809  0.171

The gap between HOMO and LUMO is 0.343 Eh. As for the SMILES: S/C=N/S. The calculation puts the max |F| at 2.80 eV Å⁻¹. The calculation puts the HOMO energy at -8.54 eV. The value obtained for the energy relative to the best compared isomer or geometry (same formula, charge and spin) is 156.6 kJ/mol. The lowest unoccupied orbital energy is 0.783 eV. Its net charge is 0.

***

Please write out number 2 again, unchanged.
Density functional theory data (ωB97M-V/def2-TZVPD) for one molecule with the formula C7H8FNO2.

Last column: Mulliken charge in e.
Geometry (Å):
1 C 2.1247 1.6209 0.8362  -0.628
2 C 1.7527 0.6638 0.0694  0.287
3 C 1.3665 -0.3071 -0.6620  -0.832
4 C 0.1473 -1.0563 -0.3856  0.363
5 C -0.2986 -1.3214 1.1088  -0.738
6 O -1.5824 -1.9363 1.0371  -0.512
7 N -1.1022 -0.3968 -0.9086  -0.137
8 C -1.4153 0.8167 -0.9244  0.955
9 C -1.2529 2.2164 -0.5783  -0.753
10 F -0.4409 2.8526 -1.5397  -0.209
11 O -2.4315 1.5087 -1.2746  -0.372
12 H 1.7232 2.6691 0.9069  0.291
13 H 2.6901 1.3123 1.7344  0.230
14 H 2.0794 -0.5934 -1.5159  0.244
15 H 0.0713 -2.0173 -0.8787  0.421
16 H -0.5775 -0.3398 1.5820  0.326
17 H 0.3980 -1.9383 1.6201  0.430
18 H -1.2946 -2.8522 0.9213  0.333
19 H -1.9575 -0.9014 -1.1482  0.300

The gap between HOMO and LUMO is 0.300 Eh. As for the SMILES: C=C=C[C@@H](CO)NC1=C(F)O1. The calculation puts the max |F| at 4.40 eV Å⁻¹. The calculation puts the HOMO energy at -7.93 eV. The value obtained for the energy relative to the best compared isomer or geometry (same formula, charge and spin) is 358.1 kJ/mol. The lowest unoccupied orbital energy is 0.224 eV. Its net charge is 0.

***

Among the records above, which one has the lowest energy relative to the best compared isomer or geometry (same formula, charge and spin)? C11H16F3N4O2

***

Which of these has the lowest net charge? C4H18O4